DFT (ωB97M-V with the def2-TZVPD basis set) results for CHO3Ru as an isolated structure in a non-equilibrium geometry.

Structure (XYZ):
```
6
Properties=species:S:1:pos:R:3:forces:R:3:mulliken_charge:R:1
O 0.30847 -0.64179 -1.05755 0.1470 -1.0323 -2.6227 -0.472
C 0.58558 -0.01540 0.01635 3.4865 0.8802 5.6845 0.987
O 1.62403 -0.02956 0.66225 -2.1896 0.0205 -2.1566 -0.377
Ru -1.52713 -0.58724 -1.61808 -0.8128 0.1456 0.0383 1.030
O -0.54040 0.57364 0.52281 -0.7034 -0.2973 -1.3459 -0.521
H -0.45055 0.70036 1.47422 0.0723 0.2834 0.4023 0.353
```
Forces are in eV/Å.

Properties
**Multiplicity**: 7
**HOMO level (alpha / beta)**: -0.521 / -0.594 Eh
**LUMO level (alpha / beta)**: -5.02 / -9.80 eV
**⟨S²⟩**: 12.01
**HOMO-LUMO gap (alpha / beta)**: 9.16 / 6.36 eV
**Total charge**: +1

***

DFT (ωB97M-V with the def2-TZVPD basis set) results for CHO3Tl as an isolated structure in a non-equilibrium geometry.

Structure (XYZ):
```
6
Properties=species:S:1:pos:R:3:forces:R:3:mulliken_charge:R:1
H -1.40936 0.21404 -1.34534 1.3290 -3.8198 1.0959 0.466
O 0.27215 -0.52971 0.85109 2.1424 -2.5852 -0.9346 -0.602
O -1.09362 -0.86336 -0.93482 -0.7100 0.0122 -2.3835 -0.540
O -0.23566 0.96820 -0.65431 2.9320 1.8476 -1.0318 -0.769
C -0.06354 -0.29538 -0.33821 -6.2205 3.4450 2.6970 0.829
Tl 1.13424 1.55441 1.18662 0.5271 1.1002 0.5569 0.615
```
Forces are in eV/Å.

Properties
**Multiplicity**: 1
**HOMO level**: -0.360 Eh
**LUMO level**: -0.32 eV
**HOMO-LUMO gap**: 9.48 eV
**Total charge**: 0

***

DFT (ωB97M-V with the def2-TZVPD basis set) results for an isolated ion of composition CHO4PS and charge -2 in a non-equilibrium geometry.

Structure (XYZ):
```
8
Properties=species:S:1:pos:R:3:forces:R:3:mulliken_charge:R:1
C 1.45842 0.31171 -0.01008 -0.5538 -1.5306 -0.0551 -0.018
O -2.22680 1.05722 0.23278 -0.0505 -0.8726 0.4619 -0.738
O 0.37045 0.81113 0.29882 0.3204 0.2936 -0.1901 -0.447
O -1.44149 -0.71342 -1.44235 0.3021 0.3829 1.1911 -0.748
O -1.19721 -1.24632 1.04717 -0.2138 -0.2029 0.7517 -0.695
P -1.47823 -0.23001 0.00646 -0.2048 0.8954 -2.2394 0.982
S 3.02696 0.62845 0.45583 1.2094 1.0827 0.5350 -0.562
H 1.48789 -0.61874 -0.58864 -0.8090 -0.0483 -0.4551 0.226
```
Forces are in eV/Å.

Properties
**Multiplicity**: 1
**HOMO level**: -0.027 Eh
**LUMO level**: 5.65 eV
**HOMO-LUMO gap**: 6.40 eV
**Total charge**: -2
**SMILES string**: O=P([O-])([O-])OC=S

***

ΔE to the lowest compared entry with this formula, charge and spin across the listed records, respectively: 6.3, 132.2, 1.6 kJ/mol.
Total energy across the listed records, respectively: -358.79956, -436.86351, -1079.32192 Eh.